No. 1
Density functional theory data (ωB97M-V with the def2-TZVPD basis set) for C18H15NO3 in the gas phase.

Last column: Mulliken charge in e.
Geometry (Å):
1 C -6.23817 -2.06725 0.04233  -0.768
2 O -4.83639 -1.91437 0.04086  -0.439
3 C -4.27104 -0.67700 0.01308  0.104
4 C -2.88087 -0.68102 0.01471  -0.560
5 C -2.11554 0.48405 -0.00922  0.677
6 C -0.67370 0.37048 -0.00394  -0.030
7 C 0.21644 1.37520 0.00309  -0.515
8 C 1.65016 1.17029 0.00815  0.545
9 C 2.52097 2.29168 0.02949  -0.731
10 C 3.87253 2.10491 0.03487  -0.809
11 C 4.39508 0.79266 0.01811  1.154
12 C 5.76544 0.47823 0.02102  -0.965
13 C 6.16765 -0.83117 0.00292  -0.513
14 C 5.24022 -1.88052 -0.01885  -0.697
15 C 3.89299 -1.61097 -0.02218  0.165
16 O 2.96624 -2.58995 -0.04299  -0.688
17 C 3.44560 -0.25999 -0.00332  0.622
18 N 2.11726 -0.06281 -0.00752  -0.603
19 C -2.79412 1.70395 -0.03818  -1.271
20 C -4.17126 1.72580 -0.04174  -0.637
21 C -4.93237 0.56138 -0.01627  1.405
22 O -6.30040 0.64166 -0.02089  -0.529
23 H -6.40716 -3.14334 0.06841  0.268
24 H -6.69115 -1.64970 -0.85939  0.288
25 H -6.69416 -1.60610 0.92097  0.289
26 H -2.39872 -1.64611 0.03730  0.400
27 H -0.28564 -0.63923 -0.00324  0.359
28 H -0.10279 2.40762 0.00734  0.264
29 H 2.09725 3.28505 0.04180  0.364
30 H 4.55335 2.94507 0.05155  0.418
31 H 6.48796 1.28103 0.03759  0.378
32 H 7.22057 -1.07128 0.00511  0.374
33 H 5.57289 -2.90617 -0.03319  0.429
34 H 2.10310 -2.13897 -0.04134  0.427
35 H -2.25348 2.63584 -0.06011  0.324
36 H -4.69163 2.67551 -0.06529  0.212
37 H -6.55869 1.57101 -0.04359  0.289

For the calculated total energy, the calculation gives -975.3866 Ha. The molar mass comes out at 293.32 Da. The energy relative to the best compared isomer or geometry (same formula, charge and spin) comes out at 140.03 kJ/mol. Its gap between HOMO and LUMO is 7.4 eV. For the HOMO energy, the calculation gives -7.63 eV. The calculation puts the largest force on an atom at 0.9 eV/A.

No. 2
Density functional theory data (ωB97M-V with the def2-TZVPD basis set) for a molecular structure, C24H52O22PdS7 in a non-equilibrium geometry.

Last column: Mulliken charge in e.
Geometry (Å):
1 Pd 0.12890 -28.51082 -33.15597  3.463
2 S 0.85495 -27.19529 -35.40637  0.861
3 O 1.96627 -27.50481 -36.29425  -0.806
4 O 1.27919 -27.09189 -34.01440  -1.325
5 O 0.21423 -25.91991 -35.83211  -0.843
6 O -0.02100 -28.36628 -35.29928  -0.207
7 C 2.93607 -24.29283 -33.42861  0.708
8 C 1.75715 -23.51417 -33.96789  0.133
9 O 1.55390 -22.46671 -33.09977  -0.404
10 C 2.46142 -22.49592 -32.06783  0.695
11 O 2.54646 -21.68441 -31.17491  -0.580
12 O 3.05469 -23.62093 -32.19513  -0.425
13 H 3.85407 -24.33245 -34.01496  0.295
14 H 2.64655 -25.28980 -33.09645  -0.760
15 H 0.89777 -24.18400 -33.99800  -0.150
16 H 1.88928 -23.22943 -35.01172  0.322
17 C -3.31783 -31.07192 -36.76868  -0.076
18 C -3.26057 -30.14197 -35.60432  1.615
19 O -4.08720 -30.78217 -34.62772  -0.381
20 C -4.41701 -32.01333 -35.05113  0.515
21 O -5.01793 -32.89751 -34.42310  -0.634
22 O -4.00028 -32.22009 -36.26620  -0.382
23 H -2.32335 -31.35245 -37.11570  0.186
24 H -3.95025 -30.60946 -37.52650  0.337
25 H -3.58828 -29.12366 -35.81351  -0.959
26 H -2.24588 -30.04253 -35.21878  -0.434
27 C -2.26121 -27.08652 -37.85671  0.789
28 C -1.31828 -28.22653 -38.17714  0.675
29 O -1.35253 -28.36387 -39.55100  -0.463
30 C -2.23128 -27.52958 -40.06687  0.491
31 O -2.44221 -27.44147 -41.23229  -0.585
32 O -2.85327 -26.84143 -39.13142  -0.393
33 H -1.78304 -26.22161 -37.39695  0.013
34 H -2.99494 -27.54687 -37.19504  -0.213
35 H -1.66345 -29.14129 -37.69528  -0.370
36 H -0.26684 -28.05247 -37.94849  -0.118
37 C 1.56683 -30.70531 -38.97401  -0.254
38 C 2.12309 -30.77408 -37.55442  0.510
39 O 2.01583 -32.14658 -37.18012  -0.290
40 C 1.75349 -32.79115 -38.26911  0.676
41 O 1.84818 -33.99958 -38.26243  -0.649
42 O 1.54822 -32.06620 -39.31256  -0.314
43 H 2.26944 -30.15287 -39.59789  0.264
44 H 0.57625 -30.26316 -39.08062  0.249
45 H 1.49669 -30.07755 -36.99714  -0.390
46 H 3.17668 -30.52268 -37.43250  0.218
47 C -3.02855 -28.13643 -30.59839  -0.541
48 S -2.35340 -29.71740 -31.28077  0.654
49 O -0.85155 -29.54150 -31.43585  -0.599
50 C -2.70249 -30.71136 -29.81247  -1.326
51 H -2.89874 -28.07809 -29.51773  0.591
52 H -4.10725 -28.11998 -30.75402  0.411
53 H -2.44445 -27.36696 -31.10322  -0.558
54 H -1.91099 -30.61700 -29.06903  0.337
55 H -2.68822 -31.76685 -30.08423  0.372
56 H -3.64811 -30.41798 -29.35659  0.499
57 C 0.56188 -33.09176 -29.31387  -0.963
58 S 1.22823 -31.36762 -29.32576  0.883
59 O 1.06004 -30.87434 -27.85834  -0.715
60 C 2.98662 -31.84363 -29.61295  -1.242
61 H 0.82462 -33.59540 -30.24416  0.249
62 H -0.50754 -32.93915 -29.16849  0.233
63 H 0.97906 -33.81508 -28.61323  0.426
64 H 3.39376 -32.44760 -28.80206  0.456
65 H 3.59000 -30.95480 -29.79738  0.281
66 H 3.15324 -32.39530 -30.53816  0.338
67 C 3.89704 -27.71548 -32.67060  -0.816
68 S 3.32407 -29.42187 -32.46228  0.348
69 O 1.84763 -29.23778 -32.11034  -0.145
70 C 3.44214 -29.78620 -34.23396  -1.131
71 H 3.58888 -26.99846 -31.90967  0.281
72 H 3.54768 -27.24334 -33.58883  0.063
73 H 4.96909 -27.71272 -32.86762  0.609
74 H 4.49589 -29.67824 -34.49100  0.700
75 H 2.92174 -29.14333 -34.94388  -0.028
76 H 3.18502 -30.83921 -34.34869  0.331
77 C -0.59721 -33.06430 -35.08622  -1.353
78 S 0.44785 -31.77684 -34.20272  0.623
79 O -0.26960 -30.47530 -33.81379  -0.519
80 C 0.82627 -32.64966 -32.70614  -0.981
81 H -0.14920 -34.05788 -35.07255  0.486
82 H -0.95697 -32.72752 -36.05846  0.129
83 H -1.50076 -33.33388 -34.53939  0.502
84 H -0.05681 -32.65393 -32.06719  0.394
85 H 1.60573 -32.08842 -32.19083  -0.189
86 H 1.10198 -33.67287 -32.96133  0.607
87 C 0.73129 -24.75525 -30.16363  -1.398
88 S 1.17464 -26.36562 -30.82837  0.918
89 O -0.07158 -26.99906 -31.45667  -0.563
90 C 1.25276 -27.26783 -29.23667  -1.029
91 H 0.22467 -24.16133 -30.92436  0.333
92 H 1.69527 -24.35516 -29.84935  0.461
93 H 0.15794 -24.69752 -29.23841  0.457
94 H 0.34248 -26.97864 -28.71145  0.397
95 H 2.10721 -27.00808 -28.61173  0.428
96 H 1.15011 -28.35149 -29.29356  -0.021
97 C -4.42252 -27.10488 -34.01376  -1.081
98 S -2.60920 -26.46993 -34.05341  0.563
99 O -1.68782 -27.50953 -33.42879  -0.718
100 C -2.73222 -25.07823 -32.78237  -0.969
101 H -4.67252 -27.66187 -33.11078  0.170
102 H -4.79040 -27.70104 -34.84884  0.351
103 H -5.09630 -26.25589 -33.89825  0.533
104 H -1.71194 -24.88558 -32.45070  -0.015
105 H -3.24073 -25.36459 -31.86175  0.359
106 H -3.33855 -24.25444 -33.15896  0.516

For the calculated total energy, the calculation gives -5515.8559 Ha. As for the spin multiplicity: 3. The molar mass comes out at 1023.55 Da. Its gap between HOMO and LUMO (alpha / beta) is 7.9 / 7.8 eV. For the HOMO energy (alpha / beta), the calculation gives -8.08 / -8.00 eV. The calculation puts the largest force on an atom at 5.3 eV/A.

No. 3
Density functional theory data (ωB97M-V with the def2-TZVPD basis set) for a molecular structure, C26H59O2P3Sn in a non-equilibrium geometry.

Last column: Mulliken charge in e.
Geometry (Å):
1 Sn -0.72035 0.31854 -0.19298  1.379
2 C -1.96199 -1.51290 -1.55312  0.048
3 O -1.76525 -2.20827 -2.45883  -0.065
4 C 0.71188 1.70064 1.70816  0.001
5 O 1.43235 2.50687 2.09925  -0.118
6 P 0.43710 2.01882 -2.12116  1.150
7 C -0.88262 3.22154 -2.64156  0.154
8 H -0.43258 3.91917 -3.36211  0.705
9 C 1.86636 3.13161 -1.63107  0.480
10 H 1.51155 3.56055 -0.68264  0.426
11 C 0.77150 1.11160 -3.72649  0.363
12 H -0.15895 0.54657 -3.88678  0.513
13 C -2.49653 -2.66899 1.93019  0.504
14 P -2.13175 -0.84713 2.02083  0.510
15 H -4.35873 -0.24635 2.71023  0.713
16 H -2.94277 -2.83593 0.93494  0.545
17 C -1.72965 -0.40236 3.81907  0.357
18 H -2.57529 -0.83521 4.37542  0.769
19 C 3.13321 2.33996 -1.32368  -1.116
20 H 3.91760 3.02487 -0.96985  0.561
21 H 3.53982 1.83049 -2.20697  0.352
22 H 2.98478 1.58504 -0.54166  -0.141
23 C 2.12720 4.26689 -2.61329  -1.534
24 H 2.60979 3.90927 -3.53301  0.321
25 H 2.81078 4.98639 -2.14018  0.491
26 H 1.21963 4.82204 -2.87907  0.368
27 C 0.99074 2.01773 -4.93559  -1.638
28 H 0.27943 2.84843 -5.00760  0.385
29 H 0.86125 1.42518 -5.85401  0.453
30 H 2.00616 2.43601 -4.96353  0.385
31 C 1.87786 0.06644 -3.56951  -1.515
32 H 1.98379 -0.47964 -4.51998  0.578
33 H 1.67159 -0.68822 -2.78709  0.167
34 H 2.86011 0.51120 -3.34743  0.194
35 C -1.97909 2.44209 -3.37010  -1.552
36 H -1.68416 2.07331 -4.36138  0.344
37 H -2.87881 3.06550 -3.44729  0.423
38 H -2.22008 1.51026 -2.83485  0.288
39 C -1.33289 4.04252 -1.42448  -1.360
40 H -1.66587 3.40751 -0.58882  0.223
41 H -2.15981 4.71700 -1.69138  0.488
42 H -0.50669 4.65943 -1.04135  0.373
43 C -3.47019 -3.06729 3.02365  -1.670
44 H -4.33858 -2.41128 3.04933  0.422
45 H -2.98796 -3.05208 4.00203  0.418
46 H -3.83354 -4.07860 2.83336  0.492
47 C -1.18851 -3.48114 1.93806  -1.350
48 H -0.63842 -3.36155 2.88609  0.187
49 C -3.60988 1.39113 1.47904  -1.019
50 H -0.50163 -3.19831 1.11978  0.036
51 H -1.41337 -4.55818 1.82561  0.523
52 C -4.59193 -0.78710 0.62470  -1.392
53 H -2.79587 1.51627 0.73745  0.093
54 H -4.51138 1.84856 1.04437  0.501
55 H -3.29169 1.95916 2.35612  0.058
56 C -3.80785 -0.09465 1.76079  0.242
57 H -5.45311 -0.17187 0.31134  0.456
58 H -4.97340 -1.77108 0.92996  0.333
59 H -3.93912 -0.92319 -0.25497  0.146
60 C -1.71081 1.11230 4.08250  -1.518
61 H -0.96396 1.60144 3.43400  0.115
62 H -1.41413 1.28588 5.12379  0.523
63 H -2.69382 1.57831 3.96203  0.430
64 C -0.41218 -1.01605 4.27058  -1.474
65 H 0.41753 -0.68917 3.62624  0.249
66 H -0.43589 -2.10800 4.26970  0.293
67 H -0.20995 -0.68295 5.29371  0.568
68 H -3.06364 1.29226 -1.34871  0.755
69 H -2.50205 1.75041 -0.97620  -1.137
70 C 4.59531 -0.54320 0.29040  -1.594
71 C 3.60095 -1.43527 -0.41768  -0.862
72 P 1.83077 -1.31011 0.14448  1.175
73 C 1.37409 -2.90451 -0.77657  -0.615
74 C 1.89197 -4.24489 -0.28583  -1.626
75 C 2.13658 -1.80561 1.91041  -0.151
76 C 3.33151 -2.70745 2.24933  -1.797
77 H 4.60278 0.45010 -0.17465  0.360
78 H 5.59715 -0.95983 0.12506  0.428
79 H 4.41452 -0.50514 1.37757  0.365
80 H 3.60022 -1.29072 -1.50892  0.467
81 H 3.83789 -2.49142 -0.25203  0.714
82 H 0.27878 -2.89823 -0.89779  0.284
83 H 1.79365 -2.71541 -1.78210  0.704
84 H 1.42367 -4.59564 0.63695  0.286
85 H 1.62722 -4.98433 -1.04499  0.484
86 H 2.97845 -4.30655 -0.20616  0.433
87 H 1.21056 -2.27523 2.28520  0.018
88 H 2.29106 -0.83959 2.42703  0.522
89 H 4.28259 -2.32885 1.85271  0.376
90 H 3.44337 -2.75062 3.34445  0.455
91 H 3.17166 -3.73921 1.90952  0.324

For the calculated total energy, the calculation gives -2413.2004 Ha. The molar mass comes out at 615.39 Da. The total charge is +4. The energy relative to the best compared isomer or geometry (same formula, charge and spin) comes out at 35.68 kJ/mol. Its gap between HOMO and LUMO (alpha / beta) is 5.5 / 5.5 eV. For the HOMO energy (alpha / beta), the calculation gives -21.21 / -21.21 eV. The calculation puts the largest force on an atom at 5.6 eV/A.

Q: The highest calculated total energy belongs to which entry?
A: C18H15NO3

Q: Which formula does entry 2 have?
A: C24H52O22PdS7